Entry 1:
This record from the Open Molecules 2025 dataset describes a structure of composition C8H12FeN2 in a non-equilibrium geometry. The level of theory is ωB97M-V with the def2-TZVPD basis set.

## Properties
* E: -45835.0605 eV
* multiplicity: 5
* HOMO energy (alpha / beta): -17.81 / -17.81 eV
* total charge: +2

CARTESIAN COORDINATES (ANGSTROEM)
C -1.654 1.757 0.570
C -0.171 1.553 0.193
C 0.227 0.073 -0.033
C 1.708 0.009 -0.192
N 2.841 -0.021 -0.299
C -0.237 -0.895 1.088
C 0.869 -1.223 2.127
C -0.370 -0.410 -1.427
C 0.778 -0.764 -2.325
N 1.494 -1.000 -3.210
H -2.255 0.951 0.125
H -1.834 1.865 1.638
H -2.022 2.674 0.099
H -0.009 2.073 -0.763
H 0.505 2.030 0.908
H -1.090 -0.510 1.651
H -0.565 -1.866 0.693
H 0.387 -1.814 2.910
H 1.653 -1.851 1.694
H 1.324 -0.325 2.550
H -0.981 -1.314 -1.308
H -0.996 0.367 -1.888
Fe 0.400 -1.359 -4.805

Atom charges from the Löwdin analysis, given in e for atoms 1 to 5: -0.067, -0.170, -0.403, -0.215, 0.260

=====

Entry 2:
This record from the Open Molecules 2025 dataset describes an isolated molecule of C8H12INO2 in a non-equilibrium geometry. The level of theory is ωB97M-V with the def2-TZVPD basis set.

## Properties
* E: -22173.6944 eV
* relative energy (zero: lowest compared OMol25 entry of this formula, charge and spin): 36.5 kcal/mol
* HOMO energy: -8.91 eV

CARTESIAN COORDINATES (ANGSTROEM)
C -0.709 -0.361 -0.096
C 0.597 -0.018 -0.049
C -0.951 -1.577 -0.874
C 1.489 -0.946 -0.868
C -2.557 1.259 -0.454
C 1.775 0.602 2.143
C -1.785 0.453 0.621
C 1.245 1.127 0.797
N 0.238 -2.018 -1.312
O -2.013 -2.117 -1.096
O 2.100 -0.433 -2.004
I 0.448 -3.377 -2.791
H 1.953 -1.493 -0.082
H -2.076 2.128 -0.654
H -3.507 1.679 -0.192
H -2.677 0.503 -1.326
H 1.046 -0.002 2.553
H 1.838 1.410 2.713
H 2.661 0.043 1.942
H -2.582 -0.169 1.029
H -1.561 1.302 1.245
H 2.094 1.477 0.218
H 0.383 1.792 0.819
H 2.553 -1.263 -2.281

Atom charges from the Löwdin analysis, given in e for atoms 1 to 5: -0.106, -0.109, -0.613, -0.260, -0.089

=====

Entry 3:
This record from the Open Molecules 2025 dataset describes a cluster of 2 separate species, C8H12IO3 in total in a non-equilibrium geometry. The level of theory is ωB97M-V with the def2-TZVPD basis set.

## Properties
* E: -22732.1660 eV
* HOMO energy: -4.52 eV
* total charge: -1

CARTESIAN COORDINATES (ANGSTROEM)
C 1.235 -0.135 -2.090
C -2.154 1.076 -2.171
C -2.277 0.123 -0.977
C -0.692 1.432 -2.018
C -1.102 -0.717 -1.123
C -0.163 0.091 -1.694
C 3.348 -0.460 1.314
C 1.131 0.331 1.124
O 1.470 -0.240 -3.313
O 1.985 -0.257 -1.107
O 2.024 -0.383 1.851
I 0.058 1.885 2.252
H -2.251 0.568 -3.249
H -2.755 1.877 -1.946
H -2.221 0.790 -0.173
H -3.269 -0.312 -0.824
H -0.018 1.728 -2.792
H -0.524 1.917 -1.053
H 0.261 -0.050 0.504
H -1.092 -1.841 -1.147
H 3.978 -0.482 2.213
H 3.373 0.489 0.813
H 3.452 -1.274 0.581
H 1.683 1.077 0.353

Atom charges from the Löwdin analysis, given in e for atoms 1 to 5: -0.698, -0.174, -0.235, -0.141, -0.073

=====

Entry 4:
This record from the Open Molecules 2025 dataset describes a structure of composition C8H12MgO14S2 in a non-equilibrium geometry. The level of theory is ωB97M-V with the def2-TZVPD basis set.

## Properties
* E: -64277.4917 eV
* relative energy (zero: lowest compared OMol25 entry of this formula, charge and spin): 0.0 kcal/mol
* HOMO energy: -1.60 eV
* total charge: -2

CARTESIAN COORDINATES (ANGSTROEM)
Mg -0.146 -0.492 -0.990
S 0.845 0.035 1.303
O -0.585 -0.153 0.842
O 1.545 -0.102 -0.027
O 1.049 1.359 1.901
O 1.238 -1.035 2.242
S -1.187 -0.869 -3.323
O -1.816 -0.648 -1.959
O 0.270 -0.831 -2.910
O -1.510 -2.196 -3.876
O -1.612 0.187 -4.252
C -1.435 -5.025 2.561
C -0.457 -3.917 2.246
C 1.011 -4.365 1.966
O 1.184 -4.174 0.582
C 0.238 -3.268 0.176
O 0.337 -2.570 -0.765
O -0.814 -3.272 1.027
H -2.430 -4.831 2.161
H -1.495 -5.248 3.628
H -1.132 -5.971 2.086
H -0.446 -3.161 3.031
H 1.228 -5.392 2.266
H 1.681 -3.724 2.549
C 0.341 5.605 0.326
C -0.167 4.920 -0.933
C 0.927 4.747 -2.009
O 0.990 3.357 -2.248
C 0.079 2.708 -1.471
O -0.140 1.557 -1.514
O -0.572 3.600 -0.662
H 0.976 6.451 0.065
H 0.899 4.873 0.915
H -0.488 5.935 0.954
H -0.993 5.510 -1.340
H 1.894 5.094 -1.633
H 0.692 5.303 -2.917

Atom charges from the Löwdin analysis, given in e for atoms 1 to 5: 0.475, 0.307, -0.385, -0.384, -0.390

=====

Entry 5:
This record from the Open Molecules 2025 dataset describes the ion C8H12N with charge +1 in a non-equilibrium geometry. The level of theory is ωB97M-V with the def2-TZVPD basis set.

## Properties
* E: -9969.8736 eV
* relative energy (zero: lowest compared OMol25 entry of this formula, charge and spin): 43.1 kcal/mol
* HOMO energy: -14.22 eV
* total charge: +1

CARTESIAN COORDINATES (ANGSTROEM)
C 1.570 -0.344 -0.964
C -1.221 1.898 -0.841
C -1.341 0.964 0.075
C 2.125 0.723 -0.063
C 1.174 0.741 1.117
C -0.413 -1.517 0.529
C -0.153 0.112 0.515
C -1.662 -1.926 -0.112
N 0.447 -0.756 -0.465
H 1.993 -1.011 -1.665
H -2.029 2.449 -1.052
H -0.335 2.105 -1.386
H -2.188 0.854 0.652
H 3.108 0.416 0.285
H 2.107 1.763 -0.510
H 1.527 0.060 1.862
H 1.029 1.757 1.692
H 0.148 -2.177 1.148
H -1.480 -2.952 -0.552
H -1.850 -1.152 -0.941
H -2.556 -2.009 0.673

Atom charges from the Löwdin analysis, given in e for atoms 1 to 5: 0.090, 0.093, -0.083, -0.111, -0.078

=====

Entry 6:
This record from the Open Molecules 2025 dataset describes a structure of composition C8H12N2O2 in a non-equilibrium geometry. The level of theory is ωB97M-V with the def2-TZVPD basis set.

## Properties
* E: -15555.5071 eV
* relative energy (zero: lowest compared OMol25 entry of this formula, charge and spin): 263.0 kcal/mol
* HOMO energy: -8.87 eV

CARTESIAN COORDINATES (ANGSTROEM)
C 4.142 -0.513 0.014
C 3.056 0.576 0.046
C 0.614 0.563 -0.041
C -1.492 1.108 -0.026
C -2.841 1.153 0.011
C -2.635 -1.258 -0.340
C -1.163 -1.314 0.024
C -0.646 -0.055 0.036
H 4.024 -1.341 -0.828
H 5.063 -0.352 -0.256
H 4.411 -1.227 1.093
H 2.772 1.143 -0.671
H 2.984 1.559 1.145
H -3.034 1.227 -1.132
H -3.319 1.956 0.765
H -3.366 -0.458 1.481
H -2.892 -2.359 -0.189
H -2.456 -0.933 -1.303
H -0.430 -1.730 -0.604
H -1.168 -1.532 0.901
N 0.669 1.852 -0.195
N -3.477 -0.169 0.219
O 1.877 -0.135 -0.049
O -0.695 2.236 -0.101

Atom charges from the Löwdin analysis, given in e for atoms 1 to 5: -0.076, -0.272, -0.242, -0.234, -0.201

=====

Entry 7:
This record from the Open Molecules 2025 dataset describes an isolated molecule of C8H12N2O2S in a non-equilibrium geometry. The level of theory is ωB97M-V with the def2-TZVPD basis set.

## Properties
* E: -26398.3388 eV
* relative energy (zero: lowest compared OMol25 entry of this formula, charge and spin): 79.6 kcal/mol
* HOMO energy: -8.21 eV

CARTESIAN COORDINATES (ANGSTROEM)
C -3.190 -1.472 -0.135
C -2.365 -1.343 -1.204
C -2.016 0.281 0.246
C -0.649 0.383 -1.824
C 0.739 0.305 -1.202
C 1.247 -0.122 -0.010
C 0.872 -0.777 2.236
C 3.113 1.237 -0.198
N -2.950 -0.447 0.791
N -1.641 -0.184 -0.941
O 0.383 -0.542 0.930
O 2.542 0.041 0.331
S -1.489 1.844 0.875
H -3.888 -2.271 0.064
H -2.170 -1.812 -2.175
H -0.778 1.502 -1.926
H -0.692 -0.222 -2.764
H -1.398 1.289 2.068
H 1.506 0.604 -1.966
H 1.788 -1.387 2.160
H 0.131 -1.362 2.767
H 1.083 0.064 2.679
H 3.733 0.972 -1.037
H 3.766 1.497 0.601
H 2.323 1.921 -0.363

Atom charges from the Löwdin analysis, given in e for atoms 1 to 5: -0.136, -0.058, -0.756, -0.141, -0.046

=====

Entry 8:
This record from the Open Molecules 2025 dataset describes an isolated molecule of C8H12N2O2S in a non-equilibrium geometry. The level of theory is ωB97M-V with the def2-TZVPD basis set.

## Properties
* E: -26392.7805 eV
* relative energy (zero: lowest compared OMol25 entry of this formula, charge and spin): 207.7 kcal/mol
* HOMO energy: -8.50 eV

CARTESIAN COORDINATES (ANGSTROEM)
C 0.491 -1.373 3.660
H -0.449 -1.651 3.421
H 1.285 -2.064 3.096
H 0.790 -1.163 4.707
S 0.955 0.326 2.902
C 0.414 -0.280 1.301
N 0.019 -1.544 1.152
C 0.008 -1.944 -0.323
C 0.025 -1.041 -1.324
C 0.261 0.390 -0.960
N 0.463 0.491 0.191
O 0.410 1.112 -1.949
C 0.769 2.727 -1.450
C -0.664 3.276 -1.105
O -1.438 3.495 -2.062
H -1.824 2.603 -2.369
H -0.364 4.461 -0.601
H -1.097 2.778 -0.105
H 1.426 2.571 -0.917
H 0.897 3.007 -2.432
H -0.177 -1.273 -2.331
C -0.591 -3.503 -0.493
H 0.208 -3.872 -1.290
H -0.593 -3.976 0.445
H -1.221 -3.553 -1.164

Atom charges from the Löwdin analysis, given in e for atoms 1 to 5: -0.344, -0.028, 0.081, 0.024, 0.846

=====

Entry 9:
This record from the Open Molecules 2025 dataset describes a cluster of 2 separate species, C8H12N2O2S2 in total in a non-equilibrium geometry. The level of theory is ωB97M-V with the def2-TZVPD basis set.

## Properties
* E: -37233.4436 eV
* relative energy (zero: lowest compared OMol25 entry of this formula, charge and spin): 61.1 kcal/mol
* HOMO energy: -8.41 eV

CARTESIAN COORDINATES (ANGSTROEM)
C -1.282 0.655 -0.736
C -2.298 -1.346 0.215
C -0.014 0.171 -0.376
C -1.062 -1.974 -0.043
C -2.437 -0.066 -0.261
C 0.106 -1.216 -0.190
C -3.739 0.619 -0.214
C 2.617 -2.168 2.319
N 4.586 0.412 -0.050
N 2.309 -1.389 1.375
O 1.536 -3.495 -0.092
O 2.664 -1.581 -1.007
S 3.642 1.587 -0.795
S 1.705 -2.053 -0.042
H -1.406 1.706 -1.043
H -3.146 -1.946 0.515
H 0.882 0.769 -0.756
H -0.941 -3.011 0.146
H -4.041 1.395 -0.902
H -4.572 -0.122 -0.137
H -3.753 1.156 0.732
H 2.402 -3.244 2.266
H 3.031 -1.636 3.125
H 4.652 2.507 -0.843
H 3.974 -0.063 0.535
H 4.905 -0.327 -0.742

Atom charges from the Löwdin analysis, given in e for atoms 1 to 5: -0.011, -0.027, -0.052, -0.042, -0.282